Below is a structure of composition C27H33ClDyN2O4 at a distorted geometry, with properties calculated with wB97M-V/def2-TZVPD.

## Properties
**HOMO level (spin up / spin down)**: -2.24 / -0.64 eV
**Net charge**: -1
**<S²>**: 9.806
**DFT total energy**: -76311.83861 eV
**Frontier orbital gap (spin up / spin down)**: 4.7660 / 2.9862 eV
**2S+1**: 6
**Relative energy (zero: lowest compared OMol25 entry of this formula, charge and spin)**: 43.06 kcal per mole

Geometry (Å):
Dy (-1.287748, -0.007121, 1.163054)
Cl (-3.309289, -1.091137, 2.785138)
N (-0.159558, 2.297758, 0.628904)
N (-0.439166, -2.358493, 0.799372)
C (-0.764794, 2.959735, -0.339364)
C (-0.750672, -2.940333, -0.339834)
C (1.136608, 3.036854, 0.834078)
C (0.757683, 4.440455, 0.362382)
C (2.188917, 2.436340, -0.090470)
C (1.619801, 3.062361, 2.272712)
H (1.847534, 2.444615, -1.135283)
H (2.390712, 1.399281, 0.207274)
H (3.119268, 3.017832, -0.021131)
H (0.800159, 3.347333, 2.935780)
H (2.418822, 3.813574, 2.356781)
H (2.031188, 2.093008, 2.569017)
C (0.685019, -3.165430, 1.388456)
C (0.593410, -4.469698, 0.603147)
C (0.495010, -3.411001, 2.876603)
C (1.987802, -2.444900, 1.093451)
H (2.101499, -2.291671, 0.009968)
H (2.837672, -3.023367, 1.473713)
H (1.971776, -1.466294, 1.584102)
H (-0.515477, -3.793612, 3.061806)
H (0.663021, -2.496529, 3.451482)
H (1.221760, -4.167611, 3.207850)
O (-0.212347, -4.124983, -0.575100)
H (0.045007, -5.255292, 1.142699)
H (1.543815, -4.876568, 0.236909)
O (-0.356302, 4.201134, -0.564185)
H (1.532392, 4.983122, -0.194042)
H (0.375820, 5.066382, 1.185316)
C (-1.756864, 2.366282, -1.271830)
C (-1.604267, -2.340296, -1.409927)
C (-0.910971, -1.129788, -1.988174)
H (-2.563488, -2.063754, -0.922385)
H (-1.827094, -3.109526, -2.157253)
C (-0.825556, 0.036518, -1.249173)
C (-1.036226, 1.214487, -1.942261)
H (-2.532034, -0.233828, 3.496147)
C (-0.525718, 1.300127, -3.260883)
C (-0.128204, 0.116857, -3.894338)
C (-0.427374, 2.637190, -3.925866)
C (-0.380249, -1.117203, -3.300715)
H (0.318524, 0.169037, -4.890089)
C (-0.139566, -2.409191, -4.007411)
H (0.406033, -2.228944, -4.936968)
H (-1.079070, -2.919444, -4.261339)
H (0.447021, -3.095250, -3.381195)
H (-1.415696, 3.109592, -4.047444)
H (0.023432, 2.525850, -4.918990)
H (0.195990, 3.330333, -3.336503)
H (-2.119566, 3.128323, -1.971633)
H (-2.619978, 2.022098, -0.665665)
O (-1.121261, 0.896762, 3.407603)
C (0.095644, 0.451438, 3.466056)
O (0.621187, -0.017455, 2.385453)
C (0.867505, 0.449357, 4.718677)
C (0.291723, 0.961683, 5.888269)
C (0.977481, 0.839582, 7.095063)
C (2.240072, 0.224443, 7.127040)
C (2.830952, -0.241548, 5.943702)
C (2.146946, -0.131337, 4.734275)
H (-0.690191, 1.438243, 5.835361)
H (0.536874, 1.226142, 8.016266)
H (2.764768, 0.101023, 8.075478)
H (3.825275, -0.693590, 5.958723)
H (2.582601, -0.483562, 3.797945)

Atoms 1-3, force components in eV/Å:
Dy 0.0555 0.8581 0.1530
Cl -0.4456 -0.1376 0.8420
N -0.4062 1.2366 -2.2366

Löwdin population analysis, charges in e, atoms 1 to 4: number 1, Dy, carries 1.25; number 2, Cl, carries 0.25; number 3, N, carries 0.10; number 4, N, carries 0.07


Below is a structure of composition C27H33HfN2 at a distorted geometry, with properties calculated with wB97M-V/def2-TZVPD.

## Properties
**HOMO level**: -10.35 eV
**Net charge**: +1
**DFT total energy**: -32814.67623 eV
**Frontier orbital gap**: 5.7704 eV

Geometry (Å):
C (-2.470343, -0.012886, -1.430792)
C (-1.792738, -1.262418, -1.652877)
C (-0.649398, -0.998442, -2.470537)
C (-0.520501, 0.424577, -2.632170)
C (-1.657751, 1.033952, -2.000955)
Hf (-0.345798, 0.020088, -0.209731)
C (2.614202, 1.410929, 1.279490)
C (1.292427, 1.797945, 1.274613)
H (0.791832, 1.949542, 2.242926)
C (0.483191, 2.030244, 0.056735)
H (1.053520, 2.370158, -0.822969)
H (-0.414002, 2.654682, 0.232684)
C (3.304578, 1.140586, 2.583808)
H (2.598988, 0.767698, 3.336840)
H (4.118548, 0.413320, 2.473944)
H (3.751931, 2.053771, 3.007018)
C (3.486161, 1.522542, 0.069156)
H (2.959028, 1.901737, -0.813088)
H (4.335894, 2.203016, 0.246657)
H (3.923238, 0.551737, -0.194956)
C (-2.281313, -2.616701, -1.243774)
H (-3.017201, -2.539640, -0.436559)
H (-2.756648, -3.157916, -2.074671)
H (-1.453270, -3.238877, -0.875900)
C (0.075639, -2.059065, -3.230043)
H (0.664383, -2.702246, -2.562302)
H (-0.636135, -2.709637, -3.761841)
H (0.757811, -1.637847, -3.979194)
C (0.434160, 1.129554, -3.543104)
H (1.375180, 0.575855, -3.663708)
H (0.001812, 1.257466, -4.548992)
H (0.695445, 2.131340, -3.180421)
C (-2.061156, 2.467103, -2.127063)
H (-1.188784, 3.132090, -2.140701)
H (-2.628798, 2.651768, -3.054381)
H (-2.702183, 2.775201, -1.289314)
C (-3.914296, 0.101658, -1.069561)
H (-4.201455, 1.133302, -0.841931)
H (-4.541698, -0.236335, -1.912021)
H (-4.171892, -0.520891, -0.200587)
C (1.625706, -1.053598, -0.222430)
C (2.164975, -1.275571, 1.039322)
C (2.483397, -1.312021, -1.313967)
C (3.352605, -1.995765, 1.246239)
H (1.497375, -1.051539, 1.889134)
C (3.771922, -1.833672, -1.114751)
H (2.169571, -1.073509, -2.340267)
C (4.187002, -2.255443, 0.158423)
H (3.597548, -2.335135, 2.258213)
H (4.435420, -1.922244, -1.982348)
H (5.146440, -2.764228, 0.304794)
N (-4.513219, -0.006071, 6.238609)
C (-3.807525, 0.031813, 5.301605)
C (-2.955431, 0.071837, 4.137488)
C (-3.408686, 0.659595, 2.955455)
C (-2.572277, 0.714491, 1.852213)
N (-1.398926, 0.014529, 1.796547)
C (-0.936219, -0.527764, 2.966205)
C (-1.675872, -0.484546, 4.137300)
H (-4.412740, 1.081763, 2.883939)
H (-2.842459, 1.328920, 0.980470)
H (0.035805, -1.013162, 2.936335)
H (-1.257020, -0.907639, 5.051743)

Atoms 1-3, force components in eV/Å:
C 0.8048 -0.0427 -0.9417
C -0.2257 0.7893 -0.7326
C -0.4419 0.5910 -0.0166

Löwdin population analysis, charges in e, atoms 1 to 4: number 1, C, carries -0.32; number 2, C, carries -0.33; number 3, C, carries -0.29; number 4, C, carries -0.29


Below is a structure of composition C27H33N2O3ReS2 at a distorted geometry, with properties calculated with wB97M-V/def2-TZVPD.

## Properties
**HOMO level (spin up / spin down)**: -3.22 / -2.57 eV
**Net charge**: -1
**<S²>**: 0.845
**DFT total energy**: -61455.61751 eV
**Frontier orbital gap (spin up / spin down)**: 5.5899 / 4.9389 eV
**2S+1**: 2
**Relative energy (zero: lowest compared OMol25 entry of this formula, charge and spin)**: 0.00 kcal per mole

Geometry (Å):
Re (-0.268612, -0.110737, 0.275425)
C (-3.597571, 3.860658, 5.061341)
C (-2.566603, 2.812926, 4.731519)
C (-2.229478, 1.841618, 5.670723)
C (-1.281248, 0.873713, 5.377275)
C (-0.662804, 0.874768, 4.137021)
C (-0.976204, 1.839392, 3.193316)
C (-1.925999, 2.802759, 3.495312)
S (0.525613, -0.417347, 3.770520)
O (0.388421, -1.407672, 4.816013)
O (1.817579, 0.201750, 3.638875)
N (0.049643, -0.955717, 2.340266)
C (-1.069736, -1.745995, 2.217354)
C (-1.568002, -2.733042, 3.072431)
C (-2.685261, -3.446863, 2.674418)
C (-3.277338, -3.183684, 1.441850)
C (-2.734426, -2.193985, 0.648964)
N (-1.674912, -1.481064, 1.035541)
H (-4.358589, 3.458026, 5.730078)
H (-4.082879, 4.228415, 4.157366)
H (-3.132781, 4.713361, 5.562732)
H (-2.723104, 1.839654, 6.636284)
H (-1.016415, 0.101726, 6.087699)
H (-0.497604, 1.828741, 2.216952)
H (-2.179980, 3.553531, 2.755423)
H (-1.066646, -2.925699, 4.006922)
H (-3.092676, -4.214157, 3.321067)
H (-4.140808, -3.737169, 1.099096)
H (-3.149792, -1.918067, -0.312790)
C (1.806798, 3.044961, 0.417007)
C (2.377041, 1.649126, 0.669567)
C (3.902438, 1.673459, 0.511344)
C (1.716341, 0.624851, -0.280010)
H (2.073512, 3.736963, 1.221462)
H (0.717800, 2.985822, 0.346062)
H (2.186342, 3.447312, -0.528294)
H (2.172203, 1.370584, 1.701232)
H (4.180795, 1.914101, -0.520819)
H (4.328268, 0.698947, 0.762134)
H (4.363066, 2.416403, 1.173281)
H (2.327709, -0.300812, -0.212590)
H (1.894613, 1.011416, -1.294618)
O (0.308665, -2.360912, -1.076743)
S (0.467997, -2.589709, -2.532190)
C (0.313428, -0.950686, -3.363014)
C (1.686697, -0.523963, -3.870769)
C (2.485282, -1.802803, -4.120703)
C (2.277812, -2.652963, -2.880930)
H (-0.101272, -0.292101, -2.590622)
H (-0.408975, -1.071674, -4.171698)
H (2.184988, 0.077255, -3.108431)
H (1.608868, 0.079878, -4.776428)
H (3.541502, -1.595268, -4.302029)
H (2.093213, -2.328626, -4.997441)
H (2.759364, -2.226513, -1.999754)
H (2.574977, -3.694300, -2.999071)
C (-1.442334, 0.878739, -0.790353)
C (-2.708408, 1.326522, -1.229667)
C (-3.150487, 1.257217, -2.569267)
C (-4.431194, 1.632919, -2.926355)
C (-5.329595, 2.109581, -1.978619)
C (-4.912619, 2.208002, -0.652384)
C (-3.637942, 1.836893, -0.283130)
H (-2.454363, 0.882775, -3.311056)
H (-4.745301, 1.549500, -3.961326)
H (-6.333140, 2.399823, -2.262378)
H (-5.604045, 2.572410, 0.100193)
H (-3.311640, 1.895231, 0.748018)

Atoms 1-3, force components in eV/Å:
Re -2.2952 2.8593 -4.0528
C 0.1018 -0.0155 -0.0218
C -0.0431 -0.0129 0.0815

Löwdin population analysis, charges in e, atoms 1 to 4: number 1, Re, carries 1.20; number 2, C, carries -0.06; number 3, C, carries -0.28; number 4, C, carries -0.05


What is the formula in the first record?
C27H33ClDyN2O4


Number 1 is which compound?
C27H33ClDyN2O4


Which of these has the highest DFT total energy?
C27H33HfN2


Which of these has the lowest DFT total energy?
C27H33ClDyN2O4